Entry 1:
45
Properties=species:S:1:pos:R:3:lowdin_charge:R:1 method="wB97M-V/def2-TZVPD" total_charge=+2 spin_multiplicity=5 homo_lumo_gap_ha="0.2596 / 0.2172" homo_ha="-0.505 / -0.641"
Pd 0.17130 0.20656 -1.28184 0.488
H 1.01491 2.96333 -0.90895 0.033
H 1.01423 2.88142 -1.66717 0.037
P -0.34164 -0.42483 -3.50335 0.739
C 0.97705 -1.36368 -4.30918 -0.225
H 0.75421 -1.55490 -5.36918 0.085
H 1.91743 -0.80806 -4.24338 0.060
H 1.09653 -2.32499 -3.80114 0.065
C -1.89287 -1.29816 -3.89710 -0.222
H -2.74230 -0.72862 -3.50106 0.061
H -2.03686 -1.43454 -4.97992 0.083
H -1.88529 -2.28326 -3.41875 0.062
C -0.43853 1.14832 -4.40724 -0.228
H 0.51830 1.66936 -4.29259 0.052
H -0.66006 1.02298 -5.47470 0.083
H -1.22548 1.75863 -3.94658 0.061
C 1.88316 -0.53677 -1.21312 -0.205
O 2.91191 -1.07266 -1.04660 0.183
H -1.48080 0.07515 -1.21590 0.035
H -0.76309 -1.11901 -1.21066 0.029
C 0.65779 3.53252 3.03075 -0.052
C 1.43308 2.45725 2.31476 -0.192
O 0.44487 1.58356 1.68297 -0.258
P -0.06653 0.24831 1.03631 0.719
O -1.52843 0.03188 1.74375 -0.260
C -1.83019 0.48712 3.10489 -0.214
C -0.98300 -0.12910 4.17270 -0.065
O 0.83787 -0.96535 1.65735 -0.246
C 0.16655 -2.25772 1.93721 -0.238
C 0.91722 -3.37537 1.24521 -0.062
H 0.11557 4.14992 2.29397 0.099
H 1.36081 4.16504 3.58190 0.105
H -0.09032 3.12942 3.73523 0.085
H 2.05361 2.89737 1.52055 0.124
H 2.05975 1.87777 3.00759 0.138
H -1.69153 1.59741 3.07225 0.119
H -2.88073 0.31545 3.30796 0.134
H 0.08172 0.12950 4.06460 0.083
H -1.32092 0.27673 5.12410 0.103
H -1.10137 -1.23046 4.24820 0.093
H 0.17187 -2.40742 3.02028 0.119
H -0.88785 -2.28501 1.57552 0.129
H 1.94776 -3.49296 1.59831 0.096
H 0.36712 -4.30676 1.44507 0.103
H 0.97316 -3.20532 0.16695 0.063

***

Entry 2:
17
Properties=species:S:1:pos:R:3:lowdin_charge:R:1 method="wB97M-V/def2-TZVPD" total_charge=+1 spin_multiplicity=1 homo_lumo_gap_ha="0.2573 / 0.2574" homo_ha="-0.437 / -0.437"
C -0.78837 -0.95147 0.19623 -0.030
C -1.18211 0.16277 -0.53021 -0.053
C 0.62441 -0.97970 0.18348 -0.205
C 1.02272 0.05529 -0.78954 -0.405
C 3.59814 -1.12487 -0.03524 -0.672
C 1.45369 -1.91378 0.70271 -0.035
N -0.11497 0.71324 -1.14639 0.094
N 2.79162 -1.77571 0.55490 0.085
N 2.15969 0.28636 -1.25318 0.191
I 5.37183 -0.35572 -0.30024 1.156
I 0.78142 1.87000 2.25614 0.547
H -1.49286 -1.54281 0.83056 0.142
H -2.16213 0.48642 -0.62724 0.119
H 0.57366 0.70896 3.33492 -0.314
H 1.19872 -2.75426 1.29871 0.130
H -0.08128 1.27998 -1.97920 0.175
H 2.29792 1.02796 -1.86465 0.074

***

Entry 3:
59
Properties=species:S:1:pos:R:3:lowdin_charge:R:1 method="wB97M-V/def2-TZVPD" total_charge=+1 spin_multiplicity=1 homo_lumo_gap_ha=0.1876 e_above_lowest_ev=0.000 homo_ha=-0.420
C -0.61037 -2.70982 4.54109 -0.173
Si 0.12923 -1.84599 3.04782 0.536
C 1.69520 -0.95993 3.54366 -0.162
C 0.35725 -3.12422 1.71726 -0.169
C -1.05465 -0.48116 2.40703 -0.347
C -1.83104 0.06443 3.35116 0.047
O -1.09660 0.00938 1.13161 -0.111
C -2.05076 1.04290 0.89777 -0.294
C -1.63139 2.35431 1.07266 -0.019
C -2.61650 3.32337 1.27319 -0.063
C -3.96832 2.97493 1.20772 -0.075
C -4.34936 1.66526 0.90404 -0.065
C -3.37871 0.68241 0.70662 -0.025
H 0.10820 -3.45984 4.90361 0.044
H -0.82303 -2.03195 5.37830 0.035
H -1.53833 -3.24149 4.28707 0.046
H 2.48648 -1.68451 3.78440 0.043
H 2.06069 -0.31432 2.73299 0.006
H 1.53009 -0.33112 4.43135 0.050
H 1.03492 -3.91214 2.07613 0.050
H -0.61165 -3.58388 1.47561 0.050
H 0.77638 -2.70147 0.79871 -0.015
H -2.53227 0.87768 3.15550 0.075
H -1.75393 -0.33523 4.36632 0.053
H -0.56686 2.58399 1.14220 0.122
H -2.32164 4.35455 1.47644 0.113
H -4.73232 3.73128 1.38820 0.111
H -5.40584 1.40083 0.81551 0.114
H -3.63880 -0.36072 0.51915 0.127
F -1.34660 0.52012 -7.20193 0.136
C -1.26583 -0.74358 -6.66927 -0.503
F -2.46763 -1.34829 -6.89550 0.135
F -0.33205 -1.42120 -7.41638 0.138
C -0.88961 -0.70944 -5.21893 -0.064
C -1.66701 -1.36474 -4.25807 0.037
C -1.29057 -1.31564 -2.92875 0.046
C -0.12392 -0.61525 -2.50156 -0.149
C 0.28021 -0.65095 -1.13860 0.148
C 1.41235 0.08264 -0.66316 -0.179
C 1.60740 1.44459 -1.03415 0.001
C 2.73153 2.14931 -0.64011 0.032
C 3.68525 1.51649 0.15222 -0.079
C 4.89938 2.26411 0.61916 -0.509
F 5.05723 2.16418 1.97777 0.134
F 6.04663 1.77226 0.04918 0.135
F 4.84543 3.59330 0.32192 0.132
C 3.54156 0.18189 0.52564 0.016
C 2.42621 -0.52940 0.12171 0.017
C 0.65255 0.01264 -3.53439 0.043
C 0.26239 -0.01508 -4.85911 0.033
H -2.55650 -1.91183 -4.56115 0.137
H -1.87586 -1.85357 -2.17884 0.138
H -0.17510 -1.41124 -0.51740 0.115
H 0.87286 1.92949 -1.67970 0.133
H 2.87804 3.17698 -0.96123 0.137
H 4.31324 -0.30297 1.12436 0.147
H 2.35629 -1.59905 0.33001 0.118
H 1.59665 0.49669 -3.28262 0.125
H 0.85943 0.50000 -5.61420 0.147

***

Entry 4:
19
Properties=species:S:1:pos:R:3:lowdin_charge:R:1 method="wB97M-V/def2-TZVPD" spin_multiplicity=3 homo_lumo_gap_ha="0.2563 / 0.2668" e_above_lowest_ev=2.779 homo_ha="-0.220 / -0.349"
C -2.73692 -0.54196 0.51392 -0.204
C -1.32011 -0.95983 0.75646 -0.187
C -0.46692 -0.74313 -0.52459 -0.220
C 0.62675 0.23363 -0.41786 -0.184
C 2.97129 0.91245 -0.21017 -0.100
C 1.82039 -0.04711 0.04691 -0.167
N -3.19039 0.58096 -0.01685 0.047
O -2.07412 1.45474 -0.29784 -0.038
H -3.48973 -1.27967 0.85145 0.104
H -0.86182 -0.51056 1.63492 0.113
H -1.25105 -2.01677 0.86096 0.091
H -0.04268 -1.70691 -0.60782 0.088
H -1.03138 -0.47154 -1.46828 0.140
H 0.59414 1.27794 -0.87205 0.132
H 3.36783 0.51827 -1.13742 0.072
H 3.65617 0.88534 0.62632 0.059
H 2.64426 1.98310 -0.35111 0.090
H 2.08491 -1.03427 0.35030 0.102
H -1.30060 1.46533 0.26274 0.063

***

Entry 5:
18
Properties=species:S:1:pos:R:3:lowdin_charge:R:1 method="wB97M-V/def2-TZVPD" spin_multiplicity=1 homo_lumo_gap_ha=0.3242 e_above_lowest_ev=5.212 homo_ha=-0.293
C -0.13217 0.70642 0.44546 -0.267
C -0.41102 -1.00770 0.47194 -0.027
C 1.71606 -1.01544 -0.91547 -0.025
C -1.97387 0.56931 0.42341 -0.032
C 1.06259 -0.75184 0.44001 -0.602
N 0.22636 1.57979 -0.56810 0.043
O 1.73875 -0.93631 1.48183 -0.040
H -0.13139 1.12563 1.44990 0.133
H -0.25839 2.46497 -0.63613 0.091
H 1.09191 1.48767 -1.07450 0.079
H -0.86811 -1.42961 -0.41730 0.110
H -0.75023 -1.43958 1.40881 0.127
H 2.75512 -0.69146 -0.89517 0.084
H 1.67602 -2.08589 -1.11155 0.090
H 1.21666 -0.51916 -1.75141 0.069
H -2.39470 0.04691 -0.42952 0.059
H -2.17128 1.63152 0.30032 0.044
H -2.39230 0.26477 1.37747 0.064

***

Entry 6:
23
Properties=species:S:1:pos:R:3:lowdin_charge:R:1 method="wB97M-V/def2-TZVPD" spin_multiplicity=1 smiles=CCN(C)[C@@H](C)OC homo_lumo_gap_ha=0.3557 e_above_lowest_ev=1.795 homo_ha=-0.316
C 0.61712 1.27599 0.64853 -0.216
C 1.17715 -2.12835 -0.73528 -0.101
C 1.72763 1.35802 -0.38778 -0.096
O 0.40988 -1.02633 -1.20115 -0.184
H 1.08314 1.47941 1.61995 0.109
H -0.09990 2.08245 0.46001 0.103
H 1.69548 -2.56810 -1.59232 0.086
H 0.57259 -2.92011 -0.28177 0.085
H 1.92011 -1.76775 -0.01764 0.076
H 1.33639 1.31203 -1.40757 0.069
H 2.24360 2.31973 -0.28991 0.075
H 2.48163 0.58092 -0.23356 0.070
C -1.22351 0.21110 1.87151 -0.106
C -1.65875 0.15908 -1.17886 -0.023
C -0.68228 -0.65279 -0.32286 -0.416
N -0.16943 -0.02241 0.88459 -0.155
H -1.19363 -1.58454 -0.04841 0.138
H -1.93577 0.97938 1.54738 0.077
H -1.78162 -0.70675 2.08872 0.088
H -0.78862 0.54423 2.82085 0.084
H -1.24086 1.12496 -1.47522 0.076
H -1.88293 -0.37636 -2.10830 0.084
H -2.60745 0.32619 -0.66093 0.075

***

Calculated values (eV Å⁻¹) of F_max for the records, taken in order: 8.44 3.50 2.44 8.48 5.84 1.35.